{"formula": "C37H38N5O4P2S2Ta", "method": "ωB97M-V/def2-TZVPD", "symbols": ["Ta", "C", "N", "C", "C", "O", "C", "O", "C", "C", "O", "N", "C", "C", "H", "H", "H", "H", "H", "H", "H", "H", "H", "H", "H", "H", "H", "H", "H", "H", "S", "P", "C", "P", "S", "C", "C", "C", "C", "C", "C", "C", "C", "C", "C", "C", "C", "C", "C", "C", "C", "C", "C", "C", "C", "C", "C", "C", "C", "H", "H", "H", "H", "H", "H", "H", "H", "H", "H", "H", "H", "H", "H", "H", "H", "H", "H", "H", "H", "N", "C", "O", "C", "C", "N", "C", "N", "H", "H"], "positions_angstrom": [[0.07, 0.18, -1.20], [-3.46, 3.04, 1.45], [-2.90, 3.51, 0.18], [-3.24, 4.87, -0.22], [-2.19, 2.69, -0.58], [-1.96, 1.50, -0.28], [-1.58, 3.25, -1.85], [-1.01, 2.19, -2.60], [-1.73, 1.82, -3.76], [-1.08, 0.54, -4.27], [-0.13, 0.05, -3.63], [-1.53, 0.02, -5.40], [-0.89, -1.16, -5.99], [-2.64, 0.56, -6.17], [-4.54, 2.94, 1.38], [-3.22, 3.77, 2.23], [-3.02, 2.09, 1.71], [-3.55, 5.42, 0.66], [-4.08, 4.88, -0.93], [-2.39, 5.39, -0.66], [-0.77, 3.93, -1.58], [-2.32, 3.80, -2.45], [-1.62, 2.59, -4.52], [-2.78, 1.66, -3.52], [0.01, -1.41, -5.44], [-0.64, -0.93, -7.03], [-1.57, -2.01, -5.97], [-3.28, 1.20, -5.57], [-3.24, -0.27, -6.54], [-2.28, 1.12, -7.03], [1.95, -1.48, -1.43], [1.32, -1.75, 0.52], [0.50, -0.23, 0.90], [1.57, 1.15, 1.12], [1.42, 2.16, -0.69], [3.31, 0.92, 1.50], [4.27, 0.88, 0.49], [5.60, 0.70, 0.82], [5.97, 0.54, 2.15], [5.01, 0.57, 3.16], [3.68, 0.76, 2.84], [0.88, 2.22, 2.39], [-0.24, 1.82, 3.11], [-0.75, 2.64, 4.10], [-0.15, 3.87, 4.36], [0.96, 4.27, 3.64], [1.49, 3.45, 2.66], [0.06, -3.04, 0.51], [-1.12, -2.89, 1.22], [-2.05, -3.92, 1.23], [-1.80, -5.09, 0.52], [-0.63, -5.23, -0.20], [0.31, -4.22, -0.20], [2.60, -2.26, 1.66], [2.19, -2.33, 3.00], [3.07, -2.80, 3.95], [4.35, -3.20, 3.57], [4.75, -3.13, 2.24], [3.87, -2.66, 1.28], [3.98, 1.02, -0.55], [6.35, 0.69, 0.05], [7.01, 0.40, 2.41], [5.30, 0.45, 4.19], [2.93, 0.81, 3.62], [-0.69, 0.86, 2.89], [-1.62, 2.33, 4.67], [-0.54, 4.50, 5.15], [1.43, 5.22, 3.85], [2.37, 3.75, 2.10], [-1.31, -1.97, 1.76], [-2.97, -3.81, 1.79], [-2.53, -5.89, 0.54], [-0.44, -6.14, -0.77], [1.23, -4.32, -0.77], [1.19, -2.02, 3.27], [2.76, -2.87, 4.98], [5.04, -3.57, 4.32], [5.74, -3.45, 1.96], [4.18, -2.60, 0.24], [-3.55, -1.00, -0.77], [-2.52, -1.58, -1.39], [-1.37, -0.91, -1.34], [-2.58, -2.77, -2.07], [-3.78, -3.52, -2.06], [-4.78, -4.10, -2.00], [-1.42, -3.23, -2.75], [-0.47, -3.55, -3.32], [-4.41, -1.51, -0.64], [-3.36, -0.19, -0.21]], "e_tot_ev": -96416.125, "de_lowest_kcal_mol": 34.1, "orbital_gap_ev": 7.070, "charge": 2, "lumo_ev": -6.4}